# 1
Computed, not measured: a single C8H9IO4S molecule, with wB97M-V/def2-TZVPD.

The geometry in ORCA input format:
```
! RIJCOSX wB97M-V def2-TZVPD def2/J DEFGRID3
* xyz 0 1
C 0.9330 -3.0780 0.6335
C 0.3280 -2.0493 0.5313
C -0.3962 -0.7989 0.3933
C -1.3942 -0.8606 -0.7639
I -0.5529 -1.1505 -2.7100
C -2.3563 0.3337 -0.8340
O -2.5533 0.9375 0.4463
S -1.4435 2.1113 0.8602
O -1.1758 1.7754 2.2330
O -0.1552 1.6047 -0.0083
C 0.5344 0.4262 0.4505
C 1.8259 0.3373 -0.3444
C 2.6801 1.5410 -0.0112
O 2.7767 2.4797 -0.7629
H 1.2657 -4.0401 0.9434
H -1.0177 -0.7333 1.2891
H -1.9876 -1.7487 -0.5859
H -3.3227 -0.0534 -1.1418
H -2.0595 1.0736 -1.5707
H 0.8118 0.5540 1.4965
H 2.3594 -0.5719 -0.0786
H 1.6779 0.3615 -1.4161
H 3.2219 1.5488 0.9508
*
```

Frontier orbital gap   10.0 eV
Strongest force on any atom   0.737 eV Å⁻¹
ΔE to the lowest compared entry with this formula, charge and spin   134.0 kJ/mol
E_HOMO   -9.760 eV
Total energy   -35564.626 eV


# 2
Computed, not measured: a single C18H27N3O4 molecule, with wB97M-V/def2-TZVPD.

The geometry in ORCA input format:
```
! RIJCOSX wB97M-V def2-TZVPD def2/J DEFGRID3
* xyz 0 1
C 3.4067 3.8301 1.4186
H 3.7847 3.3953 2.3415
H 3.9710 3.4107 0.5919
H 3.5763 4.9042 1.4520
C 1.9173 3.5283 1.2716
C 1.1708 3.9904 2.5230
H 0.0966 3.8572 2.4100
H 1.4998 3.4209 3.3896
H 1.3658 5.0434 2.7125
C 1.6703 2.0293 1.0278
H 0.7579 1.7236 1.5473
H 2.4959 1.4497 1.4397
C 1.4818 1.6681 -0.4520
N 0.8821 0.3304 -0.5748
C 1.5723 -0.7739 -0.2231
O 2.7279 -0.7410 0.1717
C 0.8599 -2.1067 -0.3600
H -0.0595 -2.1153 0.2265
H 1.5382 -2.8531 0.0564
C 0.5761 -2.4678 -1.8318
N -0.5870 -1.8691 -2.4375
C -0.6030 -0.4295 -2.4201
H -1.5245 -0.0970 -2.9022
C -0.4901 0.2375 -1.0328
H -0.8916 1.2494 -1.0992
H -1.0975 -0.3081 -0.3041
H 0.2402 -0.0802 -3.0283
C -1.8541 -2.5557 -2.2957
C -2.5163 -2.4838 -0.9378
C -2.2371 -3.4380 0.0389
C -2.8143 -3.3588 1.2906
C -3.6856 -2.3127 1.5706
C -3.9858 -1.3560 0.6081
C -3.4009 -1.4491 -0.6386
H -3.6373 -0.7145 -1.3940
H -4.6757 -0.5622 0.8504
N -4.2980 -2.2258 2.8716
O -4.0400 -3.0972 3.6742
O -5.0331 -1.2846 3.0843
H -2.6083 -4.0929 2.0544
H -1.5665 -4.2533 -0.1880
H -1.6799 -3.6044 -2.5532
H -2.5320 -2.1331 -3.0440
H 0.4724 -3.5516 -1.9173
H 1.4471 -2.1722 -2.4292
H 0.7502 2.3583 -0.8842
C 2.7620 1.8133 -1.3091
O 3.9564 1.4781 -0.6785
H 3.8284 0.5982 -0.2729
H 2.8622 2.8619 -1.6049
H 2.6197 1.2157 -2.2263
H 1.5280 4.0935 0.4165
*
```

Frontier orbital gap   8.0 eV
Strongest force on any atom   1.369 eV Å⁻¹
ΔE to the lowest compared entry with this formula, charge and spin   476.4 kJ/mol
E_HOMO   -8.772 eV
Total energy   -31762.095 eV
SMILES string   CC(C)C[C@@H](CO)N1CCN(Cc2ccc([N+](=O)[O-])cc2)CCC1=O


# 3
Computed, not measured: a single C3H3N3OS molecule, with wB97M-V/def2-TZVPD.

The geometry in ORCA input format:
```
! RIJCOSX wB97M-V def2-TZVPD def2/J DEFGRID3
* xyz 0 1
C 0.9471 -0.5286 -0.1385
C 0.0408 1.6638 -0.0073
C -1.4789 -0.2042 -0.1884
H 2.7358 -0.8886 -0.4444
H 0.0938 2.7076 0.3730
H -0.5679 -2.0224 0.7982
N 1.9047 -1.4587 -0.4358
N 1.0962 0.9212 0.2414
N -0.4208 -0.9260 0.3501
O -1.2644 1.2703 -0.4570
S -3.0865 -0.5344 -0.0912
*
```

Frontier orbital gap   9.1 eV
Strongest force on any atom   6.737 eV Å⁻¹
ΔE to the lowest compared entry with this formula, charge and spin   349.5 kJ/mol
E_HOMO   -9.279 eV
Total energy   -20509.757 eV
SMILES string   [H]/N=c1\ncoc(=S)[nH]1


# 4
Computed, not measured: a molecular structure, ClHNO3P, with wB97M-V/def2-TZVPD.

The geometry in ORCA input format:
```
! RIJCOSX wB97M-V def2-TZVPD def2/J DEFGRID3
* xyz 0 1
N -0.3743 0.5554 1.1604
O 0.8955 -1.4866 -1.2870
O 0.8999 0.3570 0.5170
O -1.1115 -0.3962 0.4477
P 0.3083 -0.2655 -0.8327
Cl -0.5432 1.0036 -2.0582
H -0.0748 0.2324 2.0528
*
```

Frontier orbital gap   9.9 eV
Strongest force on any atom   5.716 eV Å⁻¹
ΔE to the lowest compared entry with this formula, charge and spin   77.5 kJ/mol
E_HOMO   -9.918 eV
Total energy   -29457.972 eV